C17H21NO4S in the gas phase, computed with ωB97M-V/def2-TZVPD.

Values from the calculation:
structure (SMILES): CCCCNC(=O)c1ccc(CS(=O)(=O)c2ccc(C)cc2)o1
total charge: 0
HOMO-LUMO gap: 9.26 eV
highest occupied orbital energy: -8.8 eV
relative energy (zero: lowest compared OMol25 entry of this formula, charge and spin): 90.9 kJ/mol
M: 335.42 Da

Positions of all 44 atoms, in Å:
C1 3.406 0.613 1.502
C2 2.726 -0.680 1.940
C3 3.292 -1.921 1.250
C4 3.151 -1.887 -0.273
N1 1.783 -1.716 -0.697
C5 1.367 -0.654 -1.419
O1 2.097 0.250 -1.787
C6 -0.071 -0.672 -1.740
C7 -0.786 0.118 -2.600
C8 -2.129 -0.298 -2.495
C9 -2.150 -1.315 -1.577
C10 -3.264 -2.004 -0.917
S1 -3.505 -1.221 0.770
O2 -4.904 -0.915 0.898
O3 -2.912 -2.098 1.742
C11 -2.552 0.293 0.677
C12 -1.262 0.306 1.171
C13 -0.474 1.422 0.966
C14 -0.966 2.519 0.264
C15 -0.070 3.684 -0.007
C16 -2.281 2.496 -0.190
C17 -3.077 1.382 0.012
O4 -0.901 -1.552 -1.123
H1 3.064 1.444 2.115
H2 4.485 0.532 1.615
H3 3.181 0.840 0.463
H4 2.847 -0.804 3.019
H5 1.655 -0.615 1.735
H6 2.778 -2.805 1.636
H7 4.353 -2.020 1.488
H8 3.546 -2.819 -0.693
H9 3.711 -1.051 -0.696
H10 1.103 -2.396 -0.394
H11 -0.386 0.892 -3.221
H12 -2.970 0.095 -3.028
H13 -4.199 -1.884 -1.451
H14 -3.053 -3.048 -0.705
H15 -0.903 -0.562 1.702
H16 0.540 1.446 1.334
H17 0.358 4.062 0.919
H18 -0.606 4.489 -0.502
H19 0.754 3.366 -0.647
H20 -2.679 3.349 -0.719
H21 -4.097 1.342 -0.337

Results of the Mulliken charge analysis, in e, for atoms 1 through 2: -1.242 0.388